Record 1
{"formula": "C20H18N4O4S2", "method": "ωB97M-V with the def2-TZVPD basis set", "symbols": ["C", "C", "C", "C", "C", "C", "C", "C", "N", "C", "O", "C", "S", "C", "N", "N", "C", "N", "C", "O", "C", "C", "C", "C", "C", "C", "C", "O", "O", "S", "H", "H", "H", "H", "H", "H", "H", "H", "H", "H", "H", "H", "H", "H", "H", "H", "H", "H"], "positions_angstrom": [[2.071, 0.082, 0.039], [1.797, -0.682, -1.214], [2.168, -0.156, -2.447], [1.881, -0.816, -3.626], [1.210, -2.025, -3.594], [0.838, -2.591, -2.386], [0.117, -3.906, -2.343], [1.148, -1.918, -1.199], [0.718, -2.501, 0.013], [1.441, -2.688, 1.132], [2.627, -2.486, 1.251], [0.658, -3.212, 2.342], [-1.130, -3.435, 2.129], [-1.604, -1.785, 1.896], [-0.841, -0.762, 2.060], [-1.426, 0.395, 1.778], [-2.642, 0.287, 1.376], [-3.465, 1.296, 0.999], [-3.095, 2.590, 0.673], [-3.894, 3.329, 0.158], [-1.730, 3.023, 1.095], [-1.586, 3.691, 2.301], [-0.353, 4.201, 2.670], [0.737, 4.071, 1.825], [0.600, 3.417, 0.616], [-0.629, 2.880, 0.246], [-0.785, 2.106, -1.004], [-1.735, 1.399, -1.249], [0.242, 2.238, -1.845], [-3.225, -1.387, 1.336], [1.186, 0.120, 0.675], [2.861, -0.405, 0.610], [2.383, 1.095, -0.197], [2.683, 0.794, -2.474], [2.175, -0.387, -4.573], [0.979, -2.540, -4.515], [0.084, -4.352, -3.334], [0.617, -4.600, -1.668], [-0.911, -3.775, -1.999], [-0.209, -2.908, -0.013], [0.818, -2.521, 3.169], [1.047, -4.192, 2.622], [-4.387, 1.034, 0.670], [-2.442, 3.813, 2.948], [-0.247, 4.710, 3.616], [1.694, 4.480, 2.110], [1.439, 3.314, -0.052], [0.121, 1.667, -2.621]], "relative_energy_kcal_mol": 3.0, "smiles": "Cc1cccc(C)c1NC(=O)CSc1nnc(NC(=O)c2ccccc2C(=O)O)s1", "multiplicity": 1, "homo_lumo_gap_ev": 8.973, "homo_energy_ev": -8.7}

---

Record 2
{"formula": "C20H32NO14S3", "method": "ωB97M-V with the def2-TZVPD basis set", "symbols": ["C", "C", "S", "C", "C", "C", "S", "O", "O", "C", "C", "C", "N", "S", "H", "H", "H", "H", "H", "H", "H", "H", "H", "H", "H", "H", "H", "H", "H", "H", "C", "C", "O", "C", "O", "O", "H", "H", "H", "H", "C", "C", "O", "C", "O", "O", "H", "H", "H", "H", "C", "C", "O", "C", "O", "O", "H", "H", "H", "H", "C", "C", "O", "C", "O", "O", "H", "H", "H", "H"], "positions_angstrom": [[1.981, -0.879, 1.524], [1.880, -0.224, 0.023], [0.491, 1.050, 0.081], [-1.019, 0.107, -0.549], [-2.433, 0.916, -0.412], [-2.715, 2.262, -1.288], [-1.806, 3.801, -0.767], [-2.827, 4.992, -0.853], [-1.245, 3.815, 0.670], [-3.081, 1.222, 1.060], [-3.896, -0.133, 1.479], [-4.307, -0.724, 0.009], [-3.444, -0.113, -0.916], [-3.701, -0.683, -2.585], [1.246, -1.818, 1.561], [3.085, -1.232, 1.718], [1.617, -0.046, 2.281], [1.556, -1.026, -0.795], [2.878, 0.256, -0.370], [-0.827, -0.135, -1.701], [-1.073, -0.926, 0.003], [-2.422, 2.041, -2.421], [-3.872, 2.514, -1.308], [-0.731, 4.144, -1.628], [-3.964, 1.989, 0.838], [-2.415, 1.746, 1.872], [-4.662, -0.127, 2.361], [-3.018, -0.863, 1.797], [-5.154, -1.510, -0.177], [-2.978, -1.919, -2.593], [6.079, -0.797, 5.035], [6.061, -2.011, 4.164], [4.704, -2.413, 4.195], [3.969, -1.306, 4.508], [2.752, -1.250, 4.455], [4.774, -0.271, 4.887], [6.830, -0.068, 4.717], [6.245, -1.041, 6.089], [6.340, -1.787, 3.129], [6.710, -2.805, 4.543], [-0.612, -1.400, -6.702], [-2.043, -0.977, -6.776], [-2.694, -1.876, -5.899], [-1.752, -2.323, -5.017], [-1.999, -2.980, -4.020], [-0.499, -1.937, -5.397], [0.077, -0.562, -6.837], [-0.368, -2.182, -7.429], [-2.197, 0.045, -6.414], [-2.449, -1.060, -7.788], [1.997, -4.993, -2.993], [0.653, -4.441, -2.646], [0.745, -4.212, -1.253], [2.071, -4.071, -0.960], [2.502, -3.696, 0.117], [2.850, -4.402, -2.031], [2.310, -4.723, -4.006], [2.043, -6.082, -2.885], [0.450, -3.489, -3.148], [-0.156, -5.141, -2.872], [-0.935, 6.294, 3.380], [-1.157, 4.821, 3.496], [-0.472, 4.481, 4.686], [-0.398, 5.617, 5.440], [-0.023, 5.651, 6.600], [-0.799, 6.709, 4.726], [-1.773, 6.805, 2.899], [-0.013, 6.537, 2.841], [-2.216, 4.565, 3.612], [-0.750, 4.270, 2.643]], "multiplicity": 1, "charge": 1, "homo_lumo_gap_ev": 6.378, "homo_energy_ev": -11.4}

---

Record 3
{"formula": "C4H19N3O4", "method": "ωB97M-V with the def2-TZVPD basis set", "symbols": ["H", "N", "C", "N", "N", "C", "C", "C", "H", "H", "H", "H", "H", "H", "H", "H", "H", "H", "O", "H", "H", "O", "H", "H", "O", "H", "H", "O", "H", "H"], "positions_angstrom": [[0.658, 0.926, -2.529], [0.426, 0.657, -1.586], [1.469, 0.617, -0.827], [2.611, 1.389, -0.987], [1.357, -0.140, 0.374], [1.533, 0.347, 1.750], [0.283, 1.087, 2.265], [-0.820, -0.034, 2.564], [3.211, 1.250, -0.162], [3.242, 1.272, -1.775], [0.587, -0.752, 0.139], [1.742, -0.556, 2.304], [2.453, 0.920, 1.885], [-0.102, 1.602, 1.370], [0.394, 1.617, 3.211], [-1.352, -0.342, 1.604], [-0.255, -0.944, 2.857], [-1.625, 0.073, 3.288], [0.470, -3.708, -0.679], [0.417, -3.372, -1.578], [0.661, -2.922, -0.157], [-2.005, 1.700, -0.204], [-1.102, 1.858, -0.516], [-2.603, 2.067, -0.884], [-3.182, -0.489, -1.068], [-3.842, 0.156, -0.769], [-2.467, -0.358, -0.436], [-0.494, -1.017, -3.422], [-0.559, -1.987, -3.372], [-1.106, -0.917, -2.662]], "relative_energy_kcal_mol": 28.6, "smiles": "[H]/N=C(\\N)NCCC.O.O.O.O", "multiplicity": 1, "homo_lumo_gap_ev": 9.888, "homo_energy_ev": -9.4}

---

Record 4
{"formula": "C8H6N2", "method": "ωB97M-V with the def2-TZVPD basis set", "symbols": ["C", "C", "N", "C", "C", "C", "C", "N", "C", "C", "H", "H", "H", "H", "H", "H"], "positions_angstrom": [[2.458, -0.587, 0.102], [2.380, 0.800, -0.131], [1.123, 1.387, -0.136], [-0.043, 0.610, 0.116], [-1.265, 1.378, 0.164], [-2.401, 0.710, -0.025], [-2.308, -0.765, -0.094], [-1.225, -1.419, -0.114], [0.002, -0.756, 0.086], [1.290, -1.370, 0.066], [3.343, -1.212, 0.132], [3.255, 1.497, -0.257], [-1.284, 2.398, 0.283], [-3.412, 1.197, -0.127], [-3.190, -1.409, 0.027], [1.317, -2.361, -0.021]], "relative_energy_kcal_mol": 15.1, "smiles": "c1cnc2cccnc2c1", "multiplicity": 1, "homo_lumo_gap_ev": 9.213, "homo_energy_ev": -9.3}

---

Record 5
{"formula": "C13H18O3", "method": "ωB97M-V with the def2-TZVPD basis set", "symbols": ["C", "C", "C", "C", "C", "C", "C", "C", "C", "O", "C", "C", "O", "C", "C", "O", "H", "H", "H", "H", "H", "H", "H", "H", "H", "H", "H", "H", "H", "H", "H", "H", "H", "H"], "positions_angstrom": [[-0.566, 1.464, -2.187], [-1.061, 1.182, -0.789], [-0.011, 1.533, 0.270], [0.238, 3.075, 0.333], [-1.031, 3.896, 0.959], [1.328, 0.779, 0.235], [1.230, -0.617, 0.707], [1.276, -0.927, 2.035], [0.964, -2.227, 2.535], [1.548, -2.751, 3.408], [0.376, -3.131, 1.635], [0.300, -2.988, 0.298], [-0.349, -4.074, -0.401], [-0.868, -3.975, -1.834], [0.948, -1.772, -0.250], [1.386, -1.797, -1.436], [-0.102, 2.415, -2.271], [-1.379, 1.476, -2.875], [0.031, 0.705, -2.488], [-1.447, 0.197, -0.706], [-2.012, 1.757, -0.449], [-0.508, 1.108, 1.143], [0.417, 3.533, -0.604], [1.145, 3.236, 0.888], [-0.655, 4.870, 1.384], [-1.460, 3.330, 1.810], [-1.936, 3.885, 0.234], [2.141, 1.204, 0.829], [1.682, 0.718, -0.778], [1.214, -0.191, 2.809], [0.026, -3.964, 2.149], [-1.578, -3.159, -2.103], [-1.260, -5.007, -2.014], [-0.027, -3.784, -2.476]], "relative_energy_kcal_mol": 53.6, "smiles": "CCC(CC)CC1=CC(=O)C=C(OC)C1=O", "multiplicity": 1, "homo_lumo_gap_ev": 8.025, "homo_energy_ev": -9.3}

---

Record 6
{"formula": "C27H24N4O3", "method": "ωB97M-V with the def2-TZVPD basis set", "symbols": ["C", "C", "C", "C", "C", "N", "C", "O", "C", "C", "N", "C", "C", "C", "N", "C", "C", "O", "N", "C", "C", "C", "C", "C", "O", "C", "C", "C", "C", "C", "C", "C", "C", "C", "H", "H", "H", "H", "H", "H", "H", "H", "H", "H", "H", "H", "H", "H", "H", "H", "H", "H", "H", "H", "H", "H", "H", "H"], "positions_angstrom": [[5.568, -1.684, -5.672], [4.584, -1.571, -4.547], [4.930, -0.919, -3.373], [4.046, -0.795, -2.317], [2.772, -1.338, -2.431], [1.809, -1.259, -1.421], [1.893, -0.653, -0.204], [2.869, -0.071, 0.225], [0.632, -0.746, 0.591], [-0.466, -1.415, 0.039], [-1.365, -1.948, -0.446], [0.569, -0.093, 1.784], [-0.559, 0.004, 2.638], [-1.718, -0.751, 2.617], [-2.622, -0.275, 3.505], [-4.015, -0.631, 3.496], [-4.696, 0.317, 2.482], [-5.456, 1.193, 2.818], [-4.299, 0.088, 1.212], [-4.329, 1.131, 0.198], [-2.942, 1.653, 0.013], [-1.995, 1.410, -0.940], [-0.826, 2.089, -0.519], [-1.145, 2.681, 0.663], [-2.419, 2.422, 0.994], [-2.091, 0.840, 4.118], [-2.651, 1.701, 5.051], [-1.868, 2.742, 5.504], [-0.564, 2.926, 5.043], [-0.009, 2.082, 4.105], [-0.778, 1.024, 3.632], [2.416, -1.996, -3.606], [3.302, -2.119, -4.662], [2.886, -2.833, -5.912], [5.770, -2.730, -5.902], [5.175, -1.218, -6.575], [6.505, -1.200, -5.412], [5.918, -0.493, -3.276], [4.335, -0.284, -1.414], [0.929, -1.705, -1.647], [1.459, 0.458, 2.064], [-1.916, -1.649, 2.062], [-4.131, -1.675, 3.199], [-4.453, -0.475, 4.483], [-3.627, -0.646, 1.032], [-4.706, 0.723, -0.742], [-4.998, 1.912, 0.567], [-2.118, 0.827, -1.830], [0.118, 2.124, -1.024], [-0.579, 3.290, 1.339], [-3.665, 1.576, 5.397], [-2.273, 3.433, 6.228], [0.016, 3.752, 5.427], [0.997, 2.235, 3.746], [1.424, -2.419, -3.693], [1.865, -3.196, -5.829], [2.948, -2.166, -6.772], [3.542, -3.681, -6.105]], "relative_energy_kcal_mol": 6.7, "smiles": "Cc1ccc(NC(=O)/C(C#N)=C/c2cn(CC(=O)NCc3ccco3)c3ccccc23)cc1C", "multiplicity": 1, "homo_lumo_gap_ev": 7.516, "homo_energy_ev": -8.0}

---

Record 7
{"formula": "C2H2ClN3O4", "method": "ωB97M-V with the def2-TZVPD basis set", "symbols": ["C", "C", "N", "N", "N", "O", "O", "O", "O", "Cl", "H", "H"], "positions_angstrom": [[-0.218, 0.313, -0.830], [0.445, -0.777, -0.117], [2.489, 0.767, 0.880], [1.881, -0.467, -0.245], [0.619, 1.028, -1.521], [0.482, 2.010, -2.194], [3.504, 0.325, 1.177], [2.733, -1.319, -0.253], [1.923, 0.524, -1.387], [0.113, -2.374, -0.931], [-1.257, 0.570, -0.798], [0.181, -0.909, 0.931]], "relative_energy_kcal_mol": 35.1, "multiplicity": 1, "homo_lumo_gap_ev": 8.615, "homo_energy_ev": -9.7}

---

Record 8
{"formula": "C31H46BF4MnN7O4P", "method": "ωB97M-V with the def2-TZVPD basis set", "symbols": ["Mn", "N", "C", "C", "C", "C", "C", "C", "C", "C", "N", "C", "H", "H", "H", "H", "H", "H", "H", "H", "O", "C", "O", "C", "C", "N", "N", "C", "C", "O", "O", "H", "H", "H", "F", "B", "F", "F", "F", "C", "C", "C", "C", "P", "N", "C", "C", "C", "C", "C", "C", "C", "C", "H", "H", "H", "H", "H", "H", "H", "H", "H", "H", "H", "H", "H", "H", "H", "H", "H", "H", "H", "H", "H", "H", "H", "H", "H", "H", "H", "C", "C", "C", "C", "N", "N", "C", "H", "H", "H", "H", "H", "H", "H", "H"], "positions_angstrom": [[-0.250, 0.703, -0.731], [-0.313, 3.112, -1.487], [0.978, 3.649, -1.745], [1.166, 4.917, -2.250], [2.456, 5.444, -2.407], [3.557, 4.700, -2.078], [3.411, 3.373, -1.626], [4.505, 2.528, -1.347], [4.267, 1.223, -1.008], [2.947, 0.758, -0.972], [1.898, 1.523, -1.160], [2.106, 2.830, -1.471], [-0.549, 3.287, -0.506], [-1.018, 3.581, -2.041], [0.297, 5.518, -2.486], [2.575, 6.460, -2.759], [4.551, 5.119, -2.171], [5.515, 2.909, -1.437], [5.079, 0.542, -0.795], [2.726, -0.289, -0.812], [-1.029, -2.497, -5.906], [-0.279, -1.476, -6.247], [0.147, -1.312, -7.373], [0.035, -0.508, -5.167], [0.832, 0.605, -5.305], [0.869, 1.208, -4.103], [0.146, 0.556, -3.187], [-0.371, -0.485, -3.810], [-1.257, -1.391, -2.997], [-1.717, -2.407, -3.575], [-1.450, -1.032, -1.820], [-1.320, -2.461, -4.914], [1.352, 0.980, -6.171], [1.359, 2.045, -3.835], [-0.354, 2.227, 1.168], [-0.331, 3.447, 1.965], [0.985, 3.880, 2.054], [-0.879, 3.146, 3.210], [-1.120, 4.381, 1.270], [-2.357, -1.879, 1.451], [-1.152, -2.802, 1.666], [-1.338, -3.659, 2.917], [-1.103, -3.695, 0.420], [0.417, -1.698, 1.622], [0.307, -0.633, 0.520], [0.662, -0.884, 3.351], [-0.679, -0.250, 3.734], [1.112, -1.822, 4.472], [1.659, 0.273, 3.178], [1.920, -2.873, 1.308], [1.968, -3.127, -0.209], [1.931, -4.196, 2.077], [3.177, -2.085, 1.704], [-3.248, -2.486, 1.257], [-2.168, -1.257, 0.575], [-2.566, -1.243, 2.309], [-2.197, -4.323, 2.771], [-1.538, -3.053, 3.802], [-0.467, -4.284, 3.117], [-2.084, -4.157, 0.272], [-0.376, -4.500, 0.507], [-0.885, -3.094, -0.464], [-1.436, -0.995, 3.980], [-1.028, 0.383, 2.917], [-0.545, 0.394, 4.607], [0.435, -2.670, 4.587], [1.126, -1.271, 5.419], [2.118, -2.204, 4.303], [1.548, 0.716, 2.188], [2.693, -0.044, 3.317], [1.449, 1.060, 3.907], [1.448, -4.042, -0.489], [3.003, -3.217, -0.553], [1.497, -2.297, -0.742], [1.133, -4.866, 1.764], [1.847, -4.033, 3.153], [2.882, -4.709, 1.891], [3.089, -1.044, 1.401], [4.059, -2.514, 1.216], [3.351, -2.114, 2.780], [-5.040, 1.030, 2.161], [-4.331, 1.228, 0.865], [-4.786, 1.437, -0.421], [-3.629, 1.514, -1.223], [-2.550, 1.362, -0.474], [-2.992, 1.188, 0.776], [-3.537, 1.726, -2.697], [-6.098, 1.263, 2.053], [-4.615, 1.673, 2.933], [-4.946, -0.006, 2.492], [-5.809, 1.519, -0.748], [-2.318, 1.119, 1.525], [-4.509, 1.572, -3.162], [-2.818, 1.028, -3.127], [-3.208, 2.742, -2.926]], "relative_energy_kcal_mol": 19.0, "multiplicity": 6, "charge": -1, "s_squared": 8.755, "homo_lumo_gap_ev": [6.293, 6.660], "homo_energy_ev": [-4.5, -4.9]}

---

Number 1: molecular weight 442.5 g/mol. Number 2: molecular weight 606.7 g/mol. Number 3: molecular weight 173.2 g/mol. Number 4: molecular weight 130.1 g/mol. Number 5: molecular weight 222.3 g/mol. Number 6: molecular weight 452.5 g/mol. Number 7: molecular weight 167.5 g/mol. Number 8: molecular weight 753.5 g/mol.